DFT (the ωB97M-V functional and the def2-TZVPD basis) results for 2 unconnected molecules or ions with the total composition C8H8F2NP.

The geometry in XYZ format:
```
20
C8H8F2NP (the ωB97M-V functional and the def2-TZVPD basis)
C 3.11105 -0.44144 1.11275
C -0.74467 0.52716 -0.71847
P 0.47944 1.73670 -1.17662
C -1.54376 0.63396 0.41011
C 3.19957 -0.69809 -0.17432
C -2.57299 -1.40514 -0.05433
H -1.92080 -2.59110 -1.79804
H -1.52495 1.53295 1.14182
H 3.88197 -0.46444 1.96072
H -0.33799 -0.62032 -2.53876
C -2.55149 -0.23368 0.69040
H 1.58909 3.27789 0.02969
C -1.73997 -1.62178 -1.18402
F 4.21638 -1.38787 -0.70609
F 2.07320 0.23846 1.69380
H -3.32790 -2.24820 0.25937
N 0.91920 2.51937 0.22854
H -3.23539 -0.17143 1.39569
H 0.94133 1.96377 1.06183
C -0.91129 -0.54678 -1.63405
```

Output
E_HOMO (spin up / spin down), eV: -6.35 / -9.06
2S+1: 3
LUMO level (spin up / spin down), eV: 0.99 / -1.84
Orbital gap (spin up / spin down), eV: 7.343 / 7.217

***

DFT (the ωB97M-V functional and the def2-TZVPD basis) results for 2 unconnected molecules or ions with the total composition C8H8FNO.

The geometry in XYZ format:
```
19
C8H8FNO (the ωB97M-V functional and the def2-TZVPD basis)
C -2.54716 1.25175 -0.90083
C -0.56474 2.29250 -0.18201
C 0.95596 0.96165 1.09791
C 0.62590 -2.92146 -0.68105
C -1.76551 2.43993 -0.70347
C -0.90413 -0.17158 0.24712
O -3.52898 1.23391 -1.61575
H -2.09811 3.34917 -1.18480
C -0.13731 1.03977 0.35938
F -0.62558 -2.86478 -1.20581
H 0.21135 3.00545 -0.30496
N -2.03728 -0.02136 -0.39218
H 1.29478 0.07799 1.53775
H 1.81019 -3.77722 0.92957
H -2.51723 -0.87954 -0.68274
C 0.90251 -3.62428 0.41847
H 1.53663 1.89072 1.52322
H 1.31175 -2.01709 -1.10339
H 0.03818 -4.27146 0.73403
```

Output
E_HOMO (spin up / spin down), eV: -6.66 / -9.27
2S+1: 3
LUMO level (spin up / spin down), eV: 0.36 / -1.59
Orbital gap (spin up / spin down), eV: 7.019 / 7.682